(1)
Below is a 2-piece molecular cluster, C24H39ClF6I3N2O2P overall, with properties calculated with wB97M-V/def2-TZVPD.

```
78
Properties=species:S:1:pos:R:3:mulliken_charge:R:1
C 4.321 2.075 1.702 -1.269
C 3.220 1.081 2.095 -0.628
C 2.075 1.051 1.069 -0.947
N 1.492 -0.299 0.883 0.163
C 2.164 -1.173 0.076 0.561
C 3.396 -0.690 -0.634 -1.180
C 3.098 0.063 -1.959 -0.649
C 4.114 -0.188 -3.052 -1.295
I 6.107 0.280 -2.407 0.039
C 1.679 -2.476 -0.090 1.721
C 2.469 -3.450 -0.936 -2.451
C 2.306 -3.283 -2.467 -0.100
C 1.392 -4.320 -3.123 -0.653
Cl 2.004 -4.801 -4.724 -0.196
C 0.488 -2.848 0.562 1.044
C -0.078 -4.230 0.342 -1.960
N 0.338 -5.128 1.426 -0.480
C -0.163 -1.946 1.423 1.286
C -1.357 -2.432 2.227 -2.759
I -0.760 -2.613 4.288 0.162
C -2.696 -1.700 2.032 -0.243
C -3.017 -1.489 0.545 -0.567
I -4.243 -2.936 2.921 0.192
C 0.356 -0.633 1.558 0.631
C -0.315 0.416 2.402 -1.687
C -1.252 1.313 1.541 -0.274
C -0.845 2.778 1.384 -0.364
C -1.976 3.618 0.804 0.040
O -1.774 4.449 -0.009 -0.445
O -3.199 3.253 1.256 -0.398
C -4.103 2.849 0.184 0.068
C -5.300 2.144 0.810 -1.282
H 3.916 2.863 1.064 0.330
H 4.732 2.564 2.583 0.395
H 5.140 1.590 1.171 0.323
H 3.618 0.073 2.231 0.348
H 2.805 1.384 3.058 0.514
H 2.390 1.425 0.100 0.167
H 1.291 1.711 1.402 0.165
H 4.058 -1.530 -0.831 0.623
H 3.962 -0.011 -0.003 0.190
H 2.094 -0.172 -2.323 0.528
H 3.111 1.136 -1.760 0.357
H 3.953 0.488 -3.886 0.607
H 4.138 -1.219 -3.395 0.303
H 3.526 -3.357 -0.685 0.556
H 2.211 -4.472 -0.662 0.881
H 3.288 -3.317 -2.940 0.462
H 1.892 -2.292 -2.677 0.117
H 1.283 -5.222 -2.524 0.265
H 0.402 -3.910 -3.310 0.294
H -1.169 -4.185 0.323 0.412
H 0.203 -4.591 -0.649 0.076
H 0.480 -6.070 1.089 0.300
H 1.212 -4.823 1.836 0.251
H -1.542 -3.469 1.962 1.147
H -2.765 -0.788 2.613 0.616
H -2.248 -1.923 -0.097 0.070
H -3.123 -0.431 0.306 -0.166
H -3.955 -1.964 0.263 0.559
H -0.890 -0.083 3.170 0.551
H 0.434 1.015 2.917 0.698
H -1.322 0.881 0.541 0.381
H -2.239 1.310 2.000 0.629
H -0.461 3.210 2.312 0.334
H -0.064 2.888 0.629 0.168
H -3.552 2.187 -0.492 0.270
H -4.382 3.725 -0.389 0.349
H -6.226 2.535 0.392 0.391
H -5.308 2.330 1.885 0.298
H -5.273 1.067 0.643 0.190
F -4.765 5.933 -4.060 -0.334
P -3.645 5.828 -2.856 1.057
F -2.631 6.184 -4.114 -0.352
F -2.792 4.401 -2.778 -0.335
F -4.490 7.060 -2.153 -0.357
F -2.443 6.447 -1.921 -0.341
F -4.792 4.857 -2.113 -0.368
```

LUMO	-2.197	eV
maximum force	0.996	eV/A
HOMO level	-9.4	eV
gap between HOMO and LUMO	7.228	eV
net charge	0


(2)
Below is C24H39FI2NO12PS2 as an isolated structure at a distorted geometry, with properties calculated with wB97M-V/def2-TZVPD.

```
82
Properties=species:S:1:pos:R:3:mulliken_charge:R:1
C -2.886 -2.573 4.616 -0.958
C -2.037 -1.601 4.016 -0.107
C -1.231 -0.330 3.410 0.093
C -1.442 -0.075 1.764 0.051
O -0.424 0.920 1.484 0.321
C -0.591 1.848 0.423 -0.436
I 1.413 2.882 0.379 -0.043
C -0.706 1.312 -1.117 0.140
C -2.227 1.082 -1.683 -0.067
O -2.715 -0.165 -1.784 -0.471
I -3.558 2.758 -2.316 0.059
N -1.511 3.059 0.688 -0.164
C -0.997 4.181 0.032 -0.031
S -0.912 5.435 -1.164 0.083
C -0.940 -1.461 1.048 0.064
S -2.227 -2.770 0.743 -0.193
O 0.186 -2.138 1.779 -0.288
C 1.144 -2.714 0.822 0.071
C 1.786 -4.076 1.548 -0.705
C 2.763 -3.733 2.819 0.135
F 2.618 -4.882 3.785 -0.393
C 2.393 -1.634 0.556 -0.777
O 2.459 -0.692 1.684 0.282
C 3.841 -0.339 2.043 -0.439
O 3.970 -0.628 3.509 -0.328
C 3.996 0.620 4.288 -0.557
C 2.702 1.603 4.071 0.400
O 2.378 2.363 5.315 -0.563
P -3.250 0.408 1.555 0.566
O -4.419 -0.745 2.081 -0.421
O -3.599 1.837 2.556 -0.549
H -3.376 -3.386 5.339 0.329
H -0.072 -0.379 3.689 -0.088
H -1.623 0.666 3.927 0.497
H 0.017 0.396 -1.372 0.203
H -0.263 2.198 -1.787 0.488
H -0.461 -1.230 -0.022 -0.085
H -2.137 -3.679 1.837 0.093
H 0.670 -3.097 -0.182 0.524
H 2.434 -4.607 0.700 0.226
H 0.843 -4.746 1.840 0.271
H 3.882 -3.705 2.435 0.212
H 2.418 -2.734 3.328 0.015
H 2.203 -0.991 -0.420 0.090
H 3.345 -2.296 0.401 0.452
H 4.108 0.797 1.799 0.225
H 4.671 -0.980 1.524 0.256
H 5.044 1.167 4.149 0.219
H 3.978 0.293 5.435 0.282
H 1.724 1.032 3.737 -0.085
H 3.000 2.411 3.246 0.076
H 2.041 3.264 4.992 0.343
H -4.934 -0.442 2.909 0.313
H -2.745 2.249 2.878 0.343
O 1.764 -4.253 -2.354 -0.559
C 1.321 -5.389 -2.493 0.864
O 0.139 -5.738 -1.928 -0.350
C -0.569 -6.960 -2.204 -0.397
C -0.086 -8.079 -1.303 -0.977
C 2.115 -6.445 -3.204 -1.123
H -0.511 -7.219 -3.263 0.362
H -1.625 -6.760 -1.992 0.342
H 0.970 -8.308 -1.475 0.261
H -0.670 -8.989 -1.471 0.379
H -0.179 -7.791 -0.250 0.273
H 2.788 -6.930 -2.491 0.259
H 2.708 -5.960 -3.986 0.320
H 1.502 -7.190 -3.706 0.358
O -0.294 8.531 -2.735 -0.555
C -1.208 8.474 -3.553 0.784
O -1.674 7.273 -3.975 -0.315
C -2.868 7.090 -4.756 -0.337
C -2.572 7.223 -6.237 -0.981
C -1.764 9.719 -4.177 -1.041
H -3.664 7.762 -4.426 0.344
H -3.220 6.073 -4.551 0.271
H -2.210 8.224 -6.487 0.274
H -3.469 7.020 -6.830 0.357
H -1.787 6.519 -6.535 0.306
H -1.164 9.981 -5.054 0.279
H -1.702 10.529 -3.443 0.298
H -2.813 9.640 -4.452 0.329
```

LUMO	-1.424	eV
maximum force	9.793	eV/A
HOMO level	-8.0	eV
gap between HOMO and LUMO	6.625	eV
net charge	0


(3)
Below is C24H39GeKN2O as an isolated structure at a distorted geometry, with properties calculated with wB97M-V/def2-TZVPD.

```
68
Properties=species:S:1:pos:R:3:mulliken_charge:R:1
K 0.448 -0.199 0.437 0.857
C 1.169 2.969 -5.642 -0.548
C 2.415 2.887 -4.993 -0.826
C 2.478 2.793 -3.630 -0.551
C 1.303 2.778 -2.843 0.371
C 1.345 2.678 -1.422 0.748
C 0.161 2.659 -0.726 -0.469
C -1.089 2.708 -1.373 -1.048
C -1.144 2.811 -2.733 -0.860
C 0.045 2.854 -3.502 0.861
C 0.014 2.952 -4.912 -0.745
H 1.132 3.044 -6.721 0.384
H 3.326 2.899 -5.577 0.399
H 3.441 2.735 -3.139 0.185
H 0.175 2.581 0.358 0.512
H -1.994 2.660 -0.784 0.422
H -2.097 2.852 -3.246 0.376
H -0.950 3.011 -5.404 0.378
C -2.122 -2.367 2.681 -0.855
C -2.159 -2.276 1.141 0.393
C -1.549 -3.570 0.562 -1.114
O -1.513 -1.174 0.688 -0.837
H -2.645 -3.250 3.063 0.414
H -2.574 -1.472 3.111 0.363
H -1.074 -2.401 2.999 -0.173
H -3.234 -2.283 0.849 0.148
H -0.495 -3.624 0.851 0.040
H -1.599 -3.537 -0.528 0.309
H -2.061 -4.474 0.910 0.393
C 3.519 1.922 4.438 -1.050
C 3.701 3.282 3.772 -0.667
C 3.912 3.198 2.261 -0.553
C 2.693 2.683 1.499 -0.545
Ge 3.033 2.484 -0.436 0.440
C 3.754 0.672 -0.821 -0.787
C 4.553 0.065 0.329 -0.116
C 5.011 -1.362 0.048 -0.498
C 5.747 -1.970 1.236 -1.279
H 3.463 2.029 5.522 0.388
H 4.359 1.263 4.206 0.257
H 2.606 1.426 4.105 0.217
H 4.567 3.782 4.214 0.345
H 2.833 3.916 3.980 0.300
H 4.775 2.554 2.062 0.207
H 4.173 4.190 1.881 0.422
H 1.850 3.361 1.657 0.620
H 2.394 1.705 1.892 0.062
H 4.042 3.554 -0.872 -0.043
H 4.365 0.711 -1.726 0.477
H 2.911 0.016 -1.066 0.213
H 3.950 0.057 1.242 -0.044
H 5.430 0.689 0.534 0.384
H 5.655 -1.368 -0.837 0.424
H 4.136 -1.974 -0.192 0.284
H 6.623 -1.371 1.494 0.334
H 6.086 -2.984 1.023 0.397
H 5.095 -2.007 2.110 0.217
C 1.035 -2.943 5.112 -0.898
N 1.512 -3.269 3.770 0.047
C 1.038 -4.536 3.212 -0.889
C 1.744 -2.274 2.931 0.218
N 2.020 -1.425 2.195 -0.308
H -0.056 -2.909 5.149 0.304
H 1.432 -1.977 5.416 0.325
H 1.396 -3.706 5.801 0.310
H -0.052 -4.566 3.152 0.288
H 1.389 -5.344 3.854 0.318
H 1.448 -4.672 2.214 0.351
```

LUMO	0.370	eV
maximum force	1.065	eV/A
HOMO level	-6.9	eV
gap between HOMO and LUMO	7.233	eV
net charge	0
energy relative to the best compared isomer or geometry (same formula, charge and spin)	0.0	kJ/mol


(4)
Below is C24H39GeN9O4PPtS as an isolated structure at a distorted geometry, with properties calculated with wB97M-V/def2-TZVPD.

```
80
Properties=species:S:1:pos:R:3:mulliken_charge:R:1
Pt 0.423 -0.025 -0.225 1.073
C -4.324 0.713 2.870 -0.816
N -3.368 -0.015 2.042 0.158
C -3.499 -1.311 1.628 -0.457
C -2.405 -1.581 0.857 -0.745
N -1.614 -0.471 0.795 0.074
C -2.208 0.461 1.512 -0.071
P -1.630 2.156 1.789 -0.629
C -1.450 2.660 0.039 0.248
N -1.473 1.812 -0.961 0.061
C -1.695 2.548 -2.093 -0.961
C -1.790 3.873 -1.765 -0.562
N -1.644 3.941 -0.403 0.278
C -1.585 5.160 0.391 -0.833
C 0.088 1.724 2.275 0.302
N 0.703 0.576 1.996 -0.022
C 1.858 0.570 2.735 -0.894
C 1.937 1.714 3.465 -0.450
N 0.807 2.436 3.177 0.218
C 0.532 3.787 3.652 -0.850
H -5.105 0.027 3.182 0.329
H -4.775 1.528 2.307 0.318
H -3.835 1.118 3.753 0.321
H -4.337 -1.921 1.919 0.417
H -2.142 -2.495 0.353 0.489
H -1.805 2.083 -3.060 0.637
H -1.969 4.750 -2.365 0.513
H -2.125 5.950 -0.122 0.353
H -0.553 5.475 0.543 0.284
H -2.051 4.988 1.360 0.322
H 2.551 -0.252 2.702 0.538
H 2.682 2.069 4.158 0.504
H 0.710 3.844 4.723 0.354
H -0.506 4.036 3.451 0.322
H 1.179 4.503 3.148 0.310
C 4.108 -0.021 -2.721 -1.072
Ge 3.453 -1.331 -1.422 0.815
C 2.447 -2.784 -2.261 -1.247
C 5.034 -2.029 -0.510 -1.434
C 2.381 -0.503 -0.009 -1.557
H 5.129 -0.287 -3.004 0.564
H 4.138 0.976 -2.274 0.330
H 3.494 -0.004 -3.620 0.025
H 2.494 -2.731 -3.350 0.361
H 1.403 -2.725 -1.951 0.239
H 2.842 -3.751 -1.946 0.446
H 5.682 -2.564 -1.207 0.371
H 4.748 -2.715 0.290 0.385
H 5.607 -1.210 -0.072 0.373
H 2.897 0.387 0.365 0.637
H 2.349 -1.239 0.803 0.544
C 5.377 0.239 -7.159 -1.281
C 4.816 1.398 -6.333 -0.365
S 3.048 1.338 -6.424 1.199
O 2.613 0.091 -5.836 -0.582
O 2.615 1.662 -7.757 -0.691
C 2.526 2.666 -5.340 -0.697
C 1.061 2.546 -4.928 -1.388
N 0.756 1.411 -4.044 1.084
C 1.072 1.375 -2.732 0.460
N 0.735 0.198 -2.207 0.212
C 0.209 -0.562 -3.219 -0.996
C 0.214 0.177 -4.346 -0.536
N -0.266 -0.239 -5.639 1.342
O -0.516 0.624 -6.459 -0.636
O -0.421 -1.428 -5.789 -0.643
C 1.686 2.506 -1.990 -1.981
H 6.459 0.197 -7.057 0.393
H 5.123 0.364 -8.211 0.353
H 4.957 -0.705 -6.816 0.335
H 5.116 2.371 -6.726 0.417
H 5.074 1.307 -5.276 0.273
H 2.671 3.578 -5.920 0.665
H 3.193 2.651 -4.476 0.334
H 0.448 2.458 -5.817 0.678
H 0.765 3.442 -4.385 0.383
H -0.129 -1.574 -3.091 0.796
H 1.152 3.438 -2.181 0.529
H 2.731 2.640 -2.272 0.431
H 1.645 2.267 -0.931 -0.004
```

LUMO	-2.338	eV
maximum force	1.900	eV/A
HOMO level	-10.5	eV
gap between HOMO and LUMO	8.112	eV
net charge	+1